Molecular formula: C23H19N3O4
Method: DFT, the ωB97M-V functional and the def2-TZVPD basis

HOMO energy = -7.065 eV
E = -36797.665 eV
Max |F| = 0.34396 hartree/bohr
Net charge = 0
ΔE to the lowest compared entry with this formula, charge and spin = 22.074 eV
Gap between HOMO and LUMO = 6.23 eV

CARTESIAN COORDINATES (ANGSTROEM)
O 4.56738 -2.88857 -0.53321
O 0.75778 -0.24588 1.77332
O -1.43475 -3.61907 -0.57731
O 1.31511 3.21296 0.51109
N -0.03803 1.00923 0.02644
N -2.43652 0.21168 -0.38675
N -3.30496 -0.60738 -0.57030
C -4.33903 3.22705 0.07935
C -3.01518 -1.92425 -0.34710
C -2.59969 3.97480 -1.35359
C 0.85779 -1.79157 -0.19606
C 1.59457 2.09747 0.98259
C -0.93697 0.07768 -0.36532
C -4.34538 -2.86162 -0.60366
C 5.17458 -3.97696 0.36019
C 3.39378 -2.55452 -0.42878
C 3.04903 3.60273 1.68257
C 0.84807 0.87446 1.06277
C 2.58817 2.29076 2.25171
C -0.63145 -1.53203 -0.50819
C 2.52604 -3.33184 0.27668
C 2.25025 3.88868 0.73895
C -3.83402 1.92055 0.55581
C -1.64520 -2.29024 -0.44032
C 1.75996 -1.12241 -1.11204
C -3.78465 4.26876 -0.54686
C 1.18375 -2.90645 0.25149
C 3.09848 -1.36858 -1.30690
C -2.37042 2.41598 -1.42546
C -2.87232 1.51749 -0.41790
H 5.05743 -3.63942 1.41325
H 3.95965 4.16981 2.17049
H 3.15767 1.76111 2.79285
H 0.37527 -3.61589 0.96896
H -0.23694 1.73654 -0.44701
H 1.27621 -0.18038 -1.81519
H 2.77384 -4.06921 0.98547
H -1.43655 2.14963 -1.94996
H -5.17382 -2.39090 -0.50451
H 3.71216 -0.90664 -1.74472
H -4.19507 -3.61246 0.53465
H -2.28725 4.56111 -2.01752
H 2.23651 4.81924 0.34381
H 4.69199 -4.98048 -0.13078
H -4.31510 1.28684 1.07883
H -4.01661 -3.54997 -1.43386
H 6.17898 -3.95070 0.05893
H -5.01382 3.66029 0.89099
H -4.12073 5.18258 -0.62788

These are the natural (NBO) partial charges, in e, on atoms 1 to 4: -0.4889, -0.5762, -0.7285, -0.3251

Molecular formula: C35H49BiN5OP2S2Si2
Method: DFT, the ωB97M-V functional and the def2-TZVPD basis

HOMO energy = -4.135 eV
E = -108436.161 eV
Max |F| = 0.04166 hartree/bohr
Net charge = -1
ΔE to the lowest compared entry with this formula, charge and spin = 0.000 eV
Gap between HOMO and LUMO = 6.63 eV

CARTESIAN COORDINATES (ANGSTROEM)
Bi -0.70373 0.53454 -0.52173
S -1.41968 -1.91146 0.50410
S -3.25355 0.32043 -1.16572
P 2.53706 1.13481 0.35384
P 0.74314 -0.11632 2.36183
Si -1.47192 -5.27316 0.56209
Si 0.34855 -0.89641 -3.46294
O -0.09134 2.87241 -0.25961
N -4.80267 -0.64138 0.74939
N 1.26278 -2.05794 0.33509
N -2.13885 1.56023 1.24609
N -0.52932 0.52677 -2.90238
N -3.19082 0.73729 1.54396
C 2.52313 -4.07805 0.16974
C 1.10022 2.15867 4.01596
C -1.25506 1.44854 -3.61727
C -0.97881 -6.62045 1.72583
C -0.21536 3.77954 0.63662
C 0.12512 -2.76801 0.39996
C 2.22408 2.10278 1.86515
C 2.83048 2.36263 -1.00542
C 2.11974 -1.10901 3.05959
C 0.46003 5.04147 0.45951
C 0.81632 -0.88844 -5.24148
C -1.55833 1.27371 -5.00098
C 2.48238 4.00231 3.31477
C 2.42552 -2.69761 0.22352
C 1.96085 -0.89110 -2.56210
C -2.23211 2.25782 -5.69827
C 4.29576 0.68966 0.64230
C -1.88246 -5.90303 -1.12772
C -1.73124 2.65647 -2.99388
C 0.11548 -4.20256 0.38733
C -2.96462 -4.45378 1.29631
C 1.66288 3.40826 4.25966
C -0.65317 -2.41822 -3.12597
C -0.99670 4.68148 2.86592
C 1.35457 1.52607 2.81258
C -1.04097 3.65788 1.87508
C 0.40766 6.01969 1.42683
C -3.78039 0.19064 0.50477
C -0.28120 5.83559 2.63645
C 1.34150 -4.82166 0.25924
C 2.78746 3.35034 2.12295
C -2.67412 3.40895 -5.06363
C -0.52922 -0.47189 3.60887
C -2.45755 3.60487 -3.69588
C -1.89949 2.52774 2.09114
H -0.24234 6.62261 3.39496
H -2.42339 2.16626 -6.77381
H 3.49641 -4.55133 0.05987
H 3.30818 -2.05195 0.16860
H 1.81453 -2.16572 3.14391
H 0.03186 -3.28091 -3.26266
H -2.21632 -5.11018 -1.83069
H -1.13337 -2.47954 -2.12769
H -5.36260 -1.03969 0.00709
H 4.87336 1.63186 0.78663
H -1.48500 4.50919 3.84143
H -5.16784 -0.66007 1.69092
H 3.54860 3.12068 -0.63737
H -1.83813 -7.28991 1.94395
H -3.65269 -5.29634 1.53716
H -3.19647 4.18511 -5.62494
H 0.00716 -1.27039 -5.91466
H -1.44067 2.84882 -1.95349
H -0.63376 -6.20621 2.69002
H -2.69630 -6.66393 -1.03284
H -2.75576 -3.92647 2.24819
H 1.10518 0.13079 -5.57274
H -0.94865 -1.46318 3.35710
H -3.48807 -3.75887 0.61462
H 2.33525 -0.70772 4.07106
H 3.42808 3.82098 1.38667
H 1.03562 5.22935 -0.46201
H 4.41255 0.08893 1.56297
H -0.16140 -7.25640 1.30472
H -1.26103 0.34519 -5.50179
H 0.93951 6.96826 1.28827
H 1.68971 -1.55935 -5.34916
H 2.37813 -1.93314 -2.63159
H -2.45180 2.49872 3.03671
H 2.87049 5.00642 3.47868
H 1.38303 -5.91246 0.22205
H -2.83296 4.50594 -3.19782
H 4.71459 0.13280 -0.22976
H 1.90130 2.86750 -1.31975
H 3.28819 1.83512 -1.86505
H -1.34669 0.26958 3.54934
H -0.08531 -0.49622 4.61980
H 3.03493 -0.98625 2.44745
H -1.47544 -2.51971 -3.88421
H 1.46315 3.91541 5.20434
H 1.89509 -0.63457 -1.48432
H 2.70317 -0.21794 -3.05544
H 0.43338 1.68768 4.75489
H -0.98752 -6.39988 -1.57111

These are the Löwdin partial charges, in e, on atoms 1 to 4: 1.4859, 0.4953, 0.5412, 0.8352

Molecular formula: C28H46NOP2PdS
Method: DFT, the ωB97M-V functional and the def2-TZVPD basis

HOMO energy (alpha / beta) = -16.625 / -16.636 eV
E = -66184.908 eV
Max |F| = 0.06497 hartree/bohr
Net charge = +3
Gap between HOMO and LUMO (alpha / beta) = 4.74 / 4.76 eV

CARTESIAN COORDINATES (ANGSTROEM)
Pd -0.07488 -0.27193 0.74454
S 0.30869 -1.49507 2.88966
P -0.53220 2.04559 1.23064
P 0.85369 -2.05094 -0.82088
O 1.06087 -2.23423 1.84036
N 1.87815 0.62776 -0.03561
C 0.95254 -4.64517 0.38526
C -0.45593 2.59976 3.03310
C -1.38618 -2.17235 2.82931
C 1.08301 -4.52355 -2.13490
C 6.07921 -3.11998 -0.52140
C 1.62939 -1.38753 -3.47436
C 1.90435 1.95369 -0.22079
C 2.17406 6.23267 -0.59251
C 0.09102 1.48133 3.91589
C -0.29325 -0.10979 -2.46102
C 0.35201 3.87320 3.25346
C -2.12274 2.75057 0.53952
C -2.49420 4.15506 1.00586
C 0.99491 4.16652 0.19051
C 2.96410 3.92485 -1.17430
C 4.98168 -2.14197 -0.38995
C 0.89070 2.79810 0.34164
C 5.22942 -0.83353 0.05816
C 2.04509 4.76972 -0.52042
C 0.88052 -2.20508 4.45648
C 0.51449 -3.89356 -0.86320
C 2.88021 -0.26174 -0.14474
C -2.10600 2.67762 -0.98053
C 4.21481 0.07582 0.19074
C 2.89074 2.56718 -1.04356
C 2.60763 -1.61420 -0.53638
C 0.41963 -1.45236 -2.55338
C 3.65162 -2.50821 -0.65266
H 2.16762 -4.50782 -2.16320
H 3.17806 6.54714 -0.29756
H 0.21030 1.85678 4.93092
H -3.07601 2.97106 -1.36921
H -1.98978 -1.68279 3.58833
H -1.50147 2.77853 3.30959
H 1.44887 6.74677 0.03072
H 7.02773 -2.63534 -0.74736
H -0.07595 4.73263 2.74672
H -2.88243 2.05311 0.92459
H -1.90196 1.66726 -1.32508
H 3.59461 1.93304 -1.55915
H -1.35786 3.34761 -1.39789
H 1.06977 1.14813 3.56376
H 0.21066 -1.90757 5.25431
H -1.07362 -0.16711 -1.68424
H -1.36603 -3.24515 2.99969
H -0.58263 -3.93800 -0.92991
H 2.28282 -0.56010 -3.20997
H 0.33818 -4.37252 1.23883
H 2.06584 6.58362 -1.62280
H 2.21251 -2.30453 -3.46540
H 0.40580 0.69382 -2.22756
H -1.86681 4.91069 0.54163
H 0.90760 -3.28489 4.35052
H 1.99035 -4.45572 0.64178
H -0.29932 -2.19071 -2.92702
H 6.23827 -0.54339 0.31591
H 4.41460 1.07047 0.56181
H 1.88102 -1.83207 4.64740
H -2.47076 4.27624 2.08461
H -0.59962 0.63973 3.95633
H 6.22380 -3.63501 0.43315
H 1.28486 -1.22748 -4.49595
H 0.82891 -5.71357 0.22057
H 0.69646 -4.06658 -3.03992
H -1.79564 -1.95861 1.83178
H 5.86827 -3.88348 -1.26564
H 3.46242 -3.52970 -0.94478
H 0.77022 -5.56773 -2.14899
H -0.77304 0.13022 -3.40678
H 0.34140 4.09596 4.31979
H 0.26177 4.81465 0.64189
H -3.51744 4.34255 0.68438
H 3.74405 4.35965 -1.77905
H 1.38977 3.74870 2.94971

These are the Löwdin partial charges, in e, on atoms 1 to 4: 0.5329, 0.7694, 1.1018, 1.1444